# 1
C11H13BrSi as an isolated structure in a non-equilibrium geometry, computed with wB97M-V/def2-TZVPD.

The geometry in XYZ format:
```
26
Properties=species:S:1:pos:R:3
C -2.0900 -1.4354 0.5083
C -3.4575 -1.4382 0.5550
C -2.0924 0.7456 -0.1533
C -3.5359 0.8191 -0.1561
C -1.3214 -0.2986 0.1622
C -4.2156 -0.2947 0.1852
C -2.0700 2.1866 -0.7043
C -3.3785 2.1944 -0.7152
C 1.3459 -1.7836 -1.0036
C 1.2806 -0.4087 1.8750
C 1.3717 1.4540 -0.9166
Si 0.6664 -0.1958 0.0027
Br -6.0435 -0.1114 0.0581
H -1.5847 -2.3111 0.5643
H -3.9251 -2.3202 0.6799
H -1.3541 2.6932 -1.2226
H -4.1652 2.7989 -1.2100
H 2.3358 -1.7124 -1.1665
H 1.0847 -2.7389 -0.5515
H 0.7347 -1.8415 -1.9290
H 2.2394 0.0126 1.9026
H 0.7234 0.0215 2.6230
H 1.2542 -1.4187 2.2350
H 2.1238 1.3410 -1.6713
H 0.5162 1.9605 -1.3333
H 1.8550 2.0358 -0.2163
```

LUMO energy = 0.07 eV
spin multiplicity = 1
frontier orbital gap = 8.1388 eV
DFT total energy = -89534.4706 eV
molecular weight = 253.215 g mol⁻¹

Atom charges from the natural (NBO) analysis, given in e for atoms 1 to 8: atom 1 (C): -0.120, atom 2 (C): -0.255, atom 3 (C): 0.016, atom 4 (C): -0.095, atom 5 (C): -0.441, atom 6 (C): -0.101, atom 7 (C): -0.186, atom 8 (C): -0.139

# 2
A 2-piece molecular cluster, C11H13Cl4N3O2 overall in a non-equilibrium geometry, computed with wB97M-V/def2-TZVPD.

The geometry in XYZ format:
```
33
Properties=species:S:1:pos:R:3
Cl -1.9624 2.4627 1.7655
C -0.5511 1.9820 0.9228
C 0.3466 1.1304 1.5230
Cl 0.1478 0.5770 3.1204
C 1.5101 0.5664 0.7926
O 1.9212 -0.5924 0.9875
C 1.8571 1.2589 -0.5366
O 2.9409 1.0229 -1.0804
C 0.8675 2.1513 -1.0840
Cl 1.2501 2.8240 -2.6022
C -0.3055 2.4787 -0.4099
Cl -1.4529 3.5033 -1.1488
C 6.2685 1.7633 0.1015
N 4.9883 2.1502 0.6345
C 4.5441 3.4960 0.3537
C 4.2384 1.3523 1.4142
N 3.0122 1.7290 1.7306
N 4.7789 0.1504 1.8280
C 5.1679 -0.8283 0.8220
C 4.2751 -0.4227 3.0663
H 6.8376 1.1911 0.8405
H 6.1606 1.1834 -0.8273
H 6.8147 2.6810 -0.1381
H 3.8040 3.7651 1.1092
H 5.4116 4.1629 0.4114
H 4.1009 3.5748 -0.6482
H 2.7257 1.3820 2.6474
H 4.5345 -0.7709 -0.0769
H 6.2195 -0.6965 0.5456
H 5.0649 -1.8219 1.2720
H 3.2105 -0.6882 2.9879
H 4.8518 -1.3277 3.2658
H 4.4299 0.2880 3.8877
```

LUMO energy = -1.61 eV
spin multiplicity = 1
frontier orbital gap = 6.8761 eV
DFT total energy = -70270.5774 eV
molecular weight = 361.056 g mol⁻¹
SMILES string = O=C1C(=O)C(Cl)=C(Cl)C(Cl)=C1Cl.CN(C)C(=N)N(C)C

Atom charges from the natural (NBO) analysis, given in e for atoms 1 to 8: atom 1 (Cl): 0.078, atom 2 (C): -0.109, atom 3 (C): -0.077, atom 4 (Cl): 0.081, atom 5 (C): 0.435, atom 6 (O): -0.571, atom 7 (C): 0.529, atom 8 (O): -0.534

# 3
One molecule with the formula C11H13ClN2 in a non-equilibrium geometry, computed with wB97M-V/def2-TZVPD.

The geometry in XYZ format:
```
27
Properties=species:S:1:pos:R:3
C -2.9016 -2.0447 0.0910
C -2.1179 -1.1644 0.7816
C -1.7051 -1.0730 -1.3664
C 2.0376 1.9324 -0.8915
C 0.6799 2.4554 -1.0446
C 2.2811 0.6570 -0.6200
C -0.4046 1.7429 -0.7488
C 1.1548 -0.3719 -0.3570
C -0.2840 0.4024 0.0947
C -0.2968 0.7653 1.6285
C 1.5812 -1.2423 0.7005
N -2.6131 -1.9818 -1.2710
N -1.3208 -0.5208 -0.1887
Cl 2.7945 -2.3745 0.0151
H -3.5622 -2.6893 0.5843
H -2.0362 -0.8814 1.7244
H -1.2230 -0.9026 -2.3148
H 2.8256 2.5719 -1.1956
H 0.5557 3.4277 -1.6051
H 3.2898 0.4629 -0.4738
H -1.4906 2.0192 -0.7325
H 0.8961 -1.0276 -1.3006
H -0.4386 -0.2266 2.2965
H -1.2637 1.4595 1.7046
H 0.6182 1.2667 1.9051
H 0.9146 -1.9411 1.0567
H 2.0292 -0.7212 1.5276
```

LUMO energy = 0.30 eV
spin multiplicity = 1
frontier orbital gap = 9.2177 eV
DFT total energy = -27117.9924 eV
molecular weight = 208.692 g mol⁻¹
SMILES string = C[C@@]1(n2ccnc2)C=CC=C[C@H]1CCl

Atom charges from the natural (NBO) analysis, given in e for atoms 1 to 8: atom 1 (C): -0.089, atom 2 (C): -0.102, atom 3 (C): 0.182, atom 4 (C): -0.231, atom 5 (C): -0.226, atom 6 (C): -0.156, atom 7 (C): -0.177, atom 8 (C): -0.283

Please write out number 1 again, unchanged.
C11H13BrSi as an isolated structure in a non-equilibrium geometry, computed with wB97M-V/def2-TZVPD.

The geometry in XYZ format:
```
26
Properties=species:S:1:pos:R:3
C -2.0900 -1.4354 0.5083
C -3.4575 -1.4382 0.5550
C -2.0924 0.7456 -0.1533
C -3.5359 0.8191 -0.1561
C -1.3214 -0.2986 0.1622
C -4.2156 -0.2947 0.1852
C -2.0700 2.1866 -0.7043
C -3.3785 2.1944 -0.7152
C 1.3459 -1.7836 -1.0036
C 1.2806 -0.4087 1.8750
C 1.3717 1.4540 -0.9166
Si 0.6664 -0.1958 0.0027
Br -6.0435 -0.1114 0.0581
H -1.5847 -2.3111 0.5643
H -3.9251 -2.3202 0.6799
H -1.3541 2.6932 -1.2226
H -4.1652 2.7989 -1.2100
H 2.3358 -1.7124 -1.1665
H 1.0847 -2.7389 -0.5515
H 0.7347 -1.8415 -1.9290
H 2.2394 0.0126 1.9026
H 0.7234 0.0215 2.6230
H 1.2542 -1.4187 2.2350
H 2.1238 1.3410 -1.6713
H 0.5162 1.9605 -1.3333
H 1.8550 2.0358 -0.2163
```

LUMO energy = 0.07 eV
spin multiplicity = 1
frontier orbital gap = 8.1388 eV
DFT total energy = -89534.4706 eV
molecular weight = 253.215 g mol⁻¹

Atom charges from the natural (NBO) analysis, given in e for atoms 1 to 8: atom 1 (C): -0.120, atom 2 (C): -0.255, atom 3 (C): 0.016, atom 4 (C): -0.095, atom 5 (C): -0.441, atom 6 (C): -0.101, atom 7 (C): -0.186, atom 8 (C): -0.139